{"formula": "C43H40BrCeN7O2S4", "method": "ωB97M-V/def2-TZVPD", "elements": ["Ce", "C", "O", "C", "C", "C", "Br", "C", "C", "C", "O", "C", "N", "C", "C", "C", "C", "C", "C", "N", "H", "H", "H", "H", "H", "H", "H", "H", "H", "H", "H", "S", "C", "N", "C", "C", "N", "C", "C", "C", "C", "C", "C", "C", "C", "S", "C", "C", "C", "C", "C", "C", "C", "H", "H", "H", "H", "H", "H", "H", "H", "H", "H", "H", "H", "H", "H", "H", "H", "H", "H", "N", "C", "S", "C", "C", "C", "N", "C", "C", "H", "H", "H", "H", "H", "H", "S", "C", "N", "C", "C", "C", "C", "H", "H", "H", "H", "H"], "positions_angstrom": [[-0.040, -0.064, -0.697], [3.188, -0.287, 1.277], [2.418, -0.027, -0.054], [3.246, 0.332, -1.120], [4.437, 1.080, -1.018], [5.047, 1.588, -2.164], [6.659, 2.584, -2.029], [4.409, 1.501, -3.406], [3.139, 0.854, -3.520], [2.571, 0.285, -2.389], [1.251, -0.174, -2.323], [2.531, 0.573, -4.861], [1.535, 1.237, -5.418], [1.168, 0.578, -6.612], [0.303, 0.929, -7.662], [0.163, -0.058, -8.633], [1.004, -1.192, -8.746], [2.036, -1.417, -7.787], [2.044, -0.472, -6.746], [2.888, -0.430, -5.623], [3.090, 0.565, 1.903], [4.248, -0.513, 1.210], [2.732, -1.156, 1.725], [4.904, 1.338, -0.058], [4.832, 2.044, -4.230], [1.129, 2.032, -4.916], [-0.306, 1.838, -7.550], [-0.598, 0.067, -9.339], [0.881, -1.907, -9.546], [2.772, -2.200, -7.895], [3.796, -0.887, -5.502], [0.098, 2.182, 1.270], [-0.005, 1.598, 2.855], [-0.256, 2.380, 3.845], [-0.062, 1.897, 5.200], [1.178, 0.957, 5.111], [0.767, -0.159, 4.274], [0.964, -1.627, 4.709], [2.024, -2.341, 3.955], [1.826, -3.360, 3.091], [2.896, -3.884, 2.323], [4.184, -3.335, 2.478], [4.366, -2.360, 3.420], [3.354, -1.835, 4.189], [0.196, 0.121, 3.139], [-0.476, -1.092, 2.170], [-0.592, 3.843, 3.687], [-2.038, 4.112, 3.476], [-2.966, 3.406, 4.290], [-4.306, 3.808, 4.288], [-4.692, 4.871, 3.478], [-3.786, 5.540, 2.720], [-2.479, 5.198, 2.686], [-0.940, 1.356, 5.595], [0.109, 2.657, 5.961], [1.367, 0.610, 6.143], [2.058, 1.461, 4.779], [-0.040, -2.064, 4.577], [1.202, -1.504, 5.802], [0.854, -3.929, 3.051], [2.740, -4.707, 1.611], [5.026, -3.796, 1.945], [5.322, -2.170, 3.745], [3.576, -1.222, 5.029], [0.083, 4.213, 2.946], [-0.275, 4.226, 4.599], [-2.548, 2.668, 5.017], [-4.996, 3.347, 4.980], [-5.705, 5.324, 3.598], [-4.227, 6.320, 2.050], [-1.732, 5.766, 2.124], [-2.663, -7.233, -1.369], [-2.061, -6.429, -0.506], [-1.768, -6.754, 1.057], [-1.677, -5.002, -0.846], [-0.355, -4.583, -1.114], [-0.090, -3.245, -1.189], [-1.063, -2.272, -1.075], [-2.319, -2.719, -1.008], [-2.713, -4.043, -0.917], [-2.988, -8.143, -1.107], [-2.713, -6.893, -2.338], [0.467, -5.292, -1.117], [0.987, -2.877, -1.299], [-3.099, -1.949, -1.052], [-3.783, -4.263, -0.780], [-2.108, 0.811, -2.502], [-3.418, 1.533, -1.567], [-4.566, 1.700, -2.254], [-5.656, 2.217, -1.615], [-5.624, 2.621, -0.327], [-4.429, 2.450, 0.406], [-3.299, 1.964, -0.271], [-4.662, 1.319, -3.246], [-6.555, 2.289, -2.155], [-6.640, 2.956, 0.026], [-4.369, 2.736, 1.439], [-2.378, 1.985, 0.249]], "orbital_gap_ev": [3.87, 3.86], "e_tot_ev": -186043.6118, "total_charge": 4, "largest_force_ev_per_a": 3.37, "lumo_energy_ha": [-0.454, -0.454]}

{"formula": "C43H40I2O9P2", "method": "ωB97M-V/def2-TZVPD", "elements": ["C", "C", "C", "C", "P", "O", "O", "C", "O", "C", "C", "C", "C", "C", "P", "O", "O", "C", "C", "C", "I", "C", "C", "I", "H", "H", "H", "H", "H", "H", "H", "H", "H", "H", "H", "H", "H", "H", "H", "H", "H", "H", "H", "H", "H", "H", "H", "H", "C", "C", "C", "C", "C", "C", "C", "O", "C", "C", "C", "C", "C", "C", "C", "O", "H", "H", "H", "H", "H", "H", "H", "H", "C", "C", "C", "C", "C", "C", "C", "O", "C", "C", "C", "C", "C", "C", "C", "O", "H", "H", "H", "H", "H", "H", "H", "H"], "positions_angstrom": [[-2.409, -5.619, -3.972], [-1.000, -5.810, -3.751], [-0.073, -4.541, -3.903], [0.525, -3.941, -2.507], [-0.468, -4.789, -1.130], [0.098, -6.216, -0.842], [1.825, -4.580, -2.181], [2.913, -3.760, -1.679], [4.084, -4.077, -1.452], [2.162, -2.329, -1.467], [1.774, -2.473, 0.115], [2.962, -2.030, 1.135], [2.632, -2.794, 2.546], [1.639, -1.866, 3.400], [3.273, -0.788, -1.426], [4.513, -0.798, -2.598], [2.407, 0.683, -1.333], [0.954, -2.418, -2.554], [1.737, -2.364, -4.000], [0.001, -1.158, -2.748], [0.471, 0.547, -4.110], [-1.239, -0.895, -2.071], [-1.811, -1.871, -0.971], [-2.503, 0.889, -2.412], [-2.688, -4.860, -4.794], [-3.222, -6.133, -3.367], [-0.680, -6.856, -3.451], [-0.658, -3.683, -4.385], [0.797, -4.845, -4.600], [-0.377, -4.126, 0.159], [-1.899, -4.819, -1.374], [1.664, -3.604, 0.297], [0.866, -1.863, 0.425], [3.989, -2.404, 0.829], [2.926, -0.918, 1.406], [3.641, -2.791, 3.109], [2.283, -3.867, 2.399], [2.156, -0.838, 3.495], [0.708, -1.680, 2.761], [1.417, -2.293, 4.432], [4.615, 0.067, -3.063], [1.764, 0.644, -0.591], [2.315, -3.312, -4.251], [2.544, -1.540, -4.018], [0.995, -2.250, -4.877], [-2.303, -2.759, -1.524], [-2.690, -1.372, -0.412], [-1.088, -2.200, -0.159], [5.055, 3.623, -2.708], [5.807, 4.769, -2.956], [5.203, 6.021, -2.912], [3.841, 6.130, -2.632], [3.083, 4.980, -2.409], [3.695, 3.726, -2.435], [1.627, 5.077, -2.159], [0.966, 4.073, -1.960], [0.986, 6.412, -2.164], [-0.394, 6.516, -1.988], [-1.003, 7.766, -1.978], [-0.235, 8.918, -2.134], [1.140, 8.819, -2.316], [1.752, 7.565, -2.341], [3.211, 7.468, -2.571], [3.884, 8.475, -2.712], [5.529, 2.647, -2.733], [6.865, 4.687, -3.181], [5.795, 6.911, -3.101], [3.113, 2.829, -2.248], [-0.998, 5.623, -1.862], [-2.077, 7.844, -1.845], [-0.709, 9.893, -2.119], [1.732, 9.719, -2.443], [-4.683, -3.180, 7.825], [-3.299, -3.251, 7.686], [-2.654, -2.476, 6.730], [-3.393, -1.633, 5.900], [-4.782, -1.580, 6.022], [-5.425, -2.347, 6.995], [-5.584, -0.727, 5.115], [-6.797, -0.677, 5.223], [-4.890, 0.057, 4.068], [-5.635, 0.820, 3.168], [-4.991, 1.569, 2.190], [-3.600, 1.567, 2.112], [-2.854, 0.804, 3.003], [-3.498, 0.039, 3.977], [-2.695, -0.798, 4.897], [-1.478, -0.803, 4.826], [-5.185, -3.779, 8.577], [-2.722, -3.911, 8.326], [-1.574, -2.532, 6.630], [-6.504, -2.299, 7.104], [-6.719, 0.829, 3.225], [-5.573, 2.158, 1.488], [-3.097, 2.158, 1.353], [-1.771, 0.802, 2.935]], "orbital_gap_ev": 6.42, "e_tot_ev": -98439.5773, "largest_force_ev_per_a": 4.86, "lumo_energy_ha": -0.043}

{"formula": "C43H40N10O2S3SeSr", "method": "ωB97M-V/def2-TZVPD", "elements": ["Sr", "C", "C", "C", "C", "C", "N", "C", "C", "C", "N", "C", "C", "C", "C", "C", "C", "C", "C", "N", "C", "C", "C", "N", "C", "C", "C", "C", "O", "C", "O", "H", "H", "H", "H", "H", "H", "H", "H", "H", "H", "H", "H", "H", "H", "H", "H", "H", "H", "H", "H", "H", "H", "H", "H", "H", "H", "H", "H", "S", "C", "S", "C", "N", "N", "C", "C", "C", "C", "C", "C", "S", "H", "H", "H", "H", "H", "N", "C", "C", "C", "C", "C", "C", "C", "N", "C", "C", "N", "C", "H", "H", "H", "H", "H", "H", "H", "Se", "C", "N"], "positions_angstrom": [[-0.309, -0.280, -0.131], [1.779, -0.819, 6.498], [1.719, -0.628, 5.008], [2.511, -1.349, 4.146], [2.502, -1.108, 2.761], [3.240, -1.799, 1.754], [3.620, -3.037, 1.668], [3.146, -4.175, 2.444], [1.863, -4.748, 1.816], [0.640, -3.847, 1.915], [0.174, -3.793, 3.303], [-1.048, -3.615, 3.752], [-2.191, -3.115, 3.110], [-3.444, -3.602, 3.581], [-4.623, -3.235, 3.012], [-5.946, -3.816, 3.420], [-4.563, -2.233, 2.010], [-3.411, -1.639, 1.568], [-3.601, -0.479, 0.675], [-2.698, 0.200, 0.107], [-3.023, 1.399, -0.663], [-1.967, 2.518, -0.452], [-1.575, 2.729, 1.023], [-0.549, 1.760, 1.420], [-0.244, 1.572, 2.637], [0.771, 0.601, 3.103], [0.846, 0.328, 4.449], [1.659, -0.099, 2.197], [1.661, 0.115, 0.944], [-2.122, -2.103, 2.083], [-1.022, -1.587, 1.779], [2.389, -1.684, 6.759], [0.785, -0.968, 6.924], [2.215, 0.050, 6.996], [3.209, -2.072, 4.557], [3.452, -1.229, 0.849], [3.892, -3.217, 0.670], [3.007, -3.874, 3.481], [3.926, -4.935, 2.427], [1.657, -5.721, 2.271], [2.044, -4.921, 0.755], [-0.177, -4.229, 1.300], [0.841, -2.846, 1.539], [0.844, -4.087, 3.998], [-1.178, -3.950, 4.778], [-3.441, -4.335, 4.382], [-5.814, -4.620, 4.143], [-6.475, -4.225, 2.558], [-6.593, -3.061, 3.870], [-5.501, -1.887, 1.584], [-4.648, -0.164, 0.578], [-4.022, 1.755, -0.379], [-3.067, 1.132, -1.722], [-2.385, 3.440, -0.860], [-1.048, 2.306, -1.013], [-2.462, 2.657, 1.664], [-1.158, 3.731, 1.150], [-0.752, 2.139, 3.429], [0.184, 0.872, 5.118], [2.496, 1.272, -4.765], [2.866, 0.146, -3.584], [2.420, -1.527, -3.660], [3.064, -1.798, -2.068], [3.582, -0.735, -1.531], [3.478, 0.339, -2.401], [4.031, 1.566, -1.931], [4.868, 2.319, -2.738], [5.391, 3.505, -2.244], [5.089, 3.926, -0.958], [4.268, 3.149, -0.151], [3.735, 1.964, -0.635], [2.911, -3.327, -1.283], [5.101, 1.979, -3.736], [6.045, 4.098, -2.870], [5.494, 4.857, -0.582], [4.039, 3.465, 0.859], [3.099, 1.338, -0.020], [-2.178, 7.756, -7.753], [-1.987, 6.772, -7.192], [-1.752, 5.544, -6.483], [-1.210, 5.574, -5.201], [-1.012, 4.396, -4.506], [-1.345, 3.181, -5.097], [-1.868, 3.146, -6.384], [-2.078, 4.326, -7.073], [-1.160, 1.977, -4.386], [-1.884, 0.804, -4.525], [-1.378, -0.056, -3.608], [-0.351, 0.547, -2.902], [-0.262, 1.757, -3.394], [-0.953, 6.522, -4.749], [-0.614, 4.424, -3.502], [-2.089, 2.198, -6.854], [-2.483, 4.305, -8.075], [-2.686, 0.701, -5.233], [-1.662, -1.077, -3.420], [0.481, 2.488, -3.122], [-0.754, -2.984, -1.490], [-2.571, -2.621, -1.687], [-3.701, -2.394, -1.806]], "orbital_gap_ev": 5.94, "e_tot_ev": -162926.5356, "largest_force_ev_per_a": 1.84, "lumo_energy_ha": -0.035}